# 1
This record from OMol25 describes C2H7N3O as an isolated structure at a distorted geometry. The level of theory is wB97M-V/def2-TZVPD.

As for the frontier orbital gap (spin up / spin down): 9.128 / 9.132 eV. Its strongest force on any atom is 0.057 hartree/bohr. For the HOMO energy (spin up / spin down), the calculation gives -9.3 / -9.3 eV. For the energy relative to the best compared isomer or geometry (same formula, charge and spin), the calculation gives 5.662 eV. The LUMO energy (spin up / spin down) is -0.13 / -0.13 eV.

Last column: natural (NBO) charge in e.
Cartesian coordinates (Å):
C1 1.6042 0.3993 -0.4100  -0.6929
N1 -0.5912 0.2880 0.7407  0.0562
C2 0.5732 -0.4626 0.2312  0.3971
N2 -1.7445 0.5412 -0.6604  -0.8425
O1 -1.3765 -0.2995 1.5296  -0.5055
N3 0.6566 -1.6918 0.4400  -0.5819
H1 -0.4244 1.2897 0.9177  0.3854
H2 -1.7571 0.3302 -1.6649  0.3396
H3 -2.4111 -0.2193 -0.4680  0.3448
H4 -0.1200 -2.0132 1.0313  0.3746
H5 1.1310 1.1064 -1.0934  0.2331
H6 2.1488 0.9612 0.3509  0.2356
H7 2.3110 -0.2296 -0.9446  0.2563

Atoms 1-2, force components in eV/Å:
C -0.19 -0.04 -0.26
N -2.49 -0.90 -1.27


# 2
This record from OMol25 describes one molecule with the formula C3H6NOP at a distorted geometry. The level of theory is wB97M-V/def2-TZVPD.

As for the frontier orbital gap (spin up / spin down): 7.836 / 7.839 eV. Its strongest force on any atom is 0.127 hartree/bohr. For the HOMO energy (spin up / spin down), the calculation gives -8.5 / -8.5 eV. For the energy relative to the best compared isomer or geometry (same formula, charge and spin), the calculation gives 3.058 eV. The LUMO energy (spin up / spin down) is -0.66 / -0.66 eV. The structure (SMILES) is [O-][N+]1=PCCC1.

Last column: natural (NBO) charge in e.
Cartesian coordinates (Å):
C1 -0.3361 -0.2006 -0.1944  -0.4045
C2 1.1083 -0.7630 0.0849  -0.2344
C3 -0.2032 1.3307 -0.2068  -0.7326
N1 2.0017 0.2418 -0.4027  -0.3354
O1 3.4284 -0.1565 -0.3755  -0.5637
P1 1.5266 1.7026 -0.8261  0.9360
H1 -0.7772 -0.4291 -1.1525  0.2078
H2 -0.9316 -0.6900 0.5532  0.2201
H3 1.2082 -0.7280 1.1381  0.2067
H4 1.3461 -1.7329 -0.2558  0.2343
H5 -0.9069 1.6351 -0.9279  0.2313
H6 -0.2837 1.7944 0.7727  0.2344

Atoms 1-2, force components in eV/Å:
C 1.69 -0.55 0.06
C -2.14 1.62 -0.31


# 3
This record from OMol25 describes one molecule with the formula C17H24FN3O3S at a distorted geometry. The level of theory is wB97M-V/def2-TZVPD.

As for the frontier orbital gap: 8.333 eV. Its strongest force on any atom is 0.025 hartree/bohr. For the HOMO energy, the calculation gives -7.8 eV. For the energy relative to the best compared isomer or geometry (same formula, charge and spin), the calculation gives 0.655 eV. The LUMO energy is 0.54 eV. The structure (SMILES) is CS(=O)(=O)N1CCC(C(=O)N2CCN(c3ccccc3F)CC2)CC1.

Last column: natural (NBO) charge in e.
Cartesian coordinates (Å):
C1 3.7251 -3.2592 -3.5024  -0.8515
H1 4.3675 -2.5620 -4.0247  0.2446
H2 3.4214 -4.0659 -4.1549  0.2408
H3 4.2098 -3.6355 -2.6121  0.2376
S1 2.2287 -2.3817 -2.9904  2.3057
O1 2.6200 -1.3599 -2.0539  -0.9601
O2 1.5203 -1.9747 -4.1663  -0.9443
N1 1.4051 -3.6248 -2.2222  -0.6871
C2 0.0998 -3.9278 -2.7791  -0.2317
C3 -0.9312 -2.8329 -2.4605  -0.4132
H4 -1.9025 -3.2716 -2.2274  0.2363
H5 -1.0488 -2.1742 -3.3207  0.2253
C4 -0.4545 -2.0073 -1.2610  -0.3229
C5 -1.6039 -1.2109 -0.6621  0.7060
O3 -2.7616 -1.5759 -0.7625  -0.6385
N2 -1.2822 -0.0836 0.0155  -0.4443
C6 0.0466 0.4377 0.2614  -0.2119
H6 0.5022 -0.0661 1.1245  0.1889
C7 -0.0257 1.9354 0.5509  -0.2181
N3 -0.7857 2.1637 1.7577  -0.4290
C8 -0.6470 3.3270 2.4719  0.1056
C9 -1.0890 3.4524 3.7979  0.3428
C10 -0.9473 4.6122 4.5275  -0.2573
C11 -0.3259 5.7119 3.9611  -0.2404
C12 0.1444 5.6183 2.6635  -0.2186
C13 -0.0150 4.4567 1.9333  -0.2142
H7 0.3440 4.4280 0.9176  0.2066
H8 0.6349 6.4639 2.2051  0.2132
H9 -0.2079 6.6210 4.5285  0.2157
H10 -1.3135 4.6318 5.5421  0.2282
F1 -1.6614 2.3904 4.4319  -0.3373
C14 -1.8812 1.2405 1.9836  -0.2127
H11 -2.7184 1.7649 2.4481  0.2222
C15 -2.3536 0.6582 0.6582  -0.2341
H12 -3.1853 -0.0321 0.8161  0.2512
H13 -2.7023 1.4621 -0.0012  0.1926
H14 -1.5741 0.4281 2.6557  0.1912
H15 -0.4624 2.4511 -0.3177  0.1831
H16 0.9918 2.3081 0.6963  0.2191
H17 0.6965 0.2804 -0.6012  0.2297
H18 0.3358 -1.3344 -1.5959  0.2284
C16 0.1242 -2.9631 -0.2111  -0.4169
C17 1.4160 -3.5772 -0.7742  -0.2271
H19 2.2764 -2.9698 -0.4920  0.2302
H20 1.5609 -4.5949 -0.3957  0.2000
H21 -0.6147 -3.7393 -0.0038  0.2130
H22 0.3404 -2.4434 0.7220  0.2187
H23 0.2285 -4.0305 -3.8556  0.2310
H24 -0.2040 -4.8933 -2.3665  0.2032

Atoms 1-2, force components in eV/Å:
C -0.73 0.53 0.22
H 0.06 0.18 -0.06


# 4
This record from OMol25 describes a 2-piece molecular cluster, C16H17N overall at a distorted geometry. The level of theory is wB97M-V/def2-TZVPD.

As for the frontier orbital gap: 8.186 eV. Its strongest force on any atom is 0.112 hartree/bohr. For the HOMO energy, the calculation gives -7.6 eV. For the energy relative to the best compared isomer or geometry (same formula, charge and spin), the calculation gives 4.518 eV. The LUMO energy is 0.63 eV. The structure (SMILES) is Cc1c[nH]c2ccccc12.Cc1ccccc1.

Last column: natural (NBO) charge in e.
Cartesian coordinates (Å):
C1 -1.1684 2.7186 -3.4194  -0.6183
C2 0.5425 -1.2432 -4.6617  -0.2167
C3 1.0227 -0.0053 -5.1746  -0.2394
C4 -0.6659 -1.1617 -3.8997  -0.2051
C5 0.3901 1.1811 -4.7910  -0.2180
C6 -1.0929 0.0114 -3.3619  -0.2459
C7 -0.5509 1.2029 -3.7898  0.0080
H1 1.1483 -2.2010 -5.0677  0.2306
H2 1.6259 0.2649 -6.0588  0.2274
H3 -1.2214 -2.0304 -3.7822  0.2091
H4 0.7047 2.2797 -5.2671  0.2040
H5 -1.7463 -0.0417 -2.4468  0.2143
H6 -0.7590 3.4102 -4.1639  0.2091
H7 -0.7839 2.8412 -2.4323  0.2235
H8 -2.2153 2.7103 -3.6334  0.2174
C8 2.8481 -1.3895 2.7540  -0.6421
C9 0.5553 -0.3508 3.3067  -0.0920
C10 1.4510 -1.3125 2.4830  -0.0825
C11 -0.7173 -0.3504 2.5640  0.1693
C12 0.6727 -1.8726 1.5171  -0.0446
C13 -0.3713 1.3313 4.7202  -0.2454
C14 -1.6647 1.2161 3.9484  -0.1920
C15 0.8387 0.5511 4.2885  -0.2028
C16 -1.8719 0.4041 2.7210  -0.2735
N1 -0.5653 -1.2863 1.5511  -0.5391
H9 -0.3778 1.9465 5.5597  0.2076
H10 -2.5591 1.6288 4.3430  0.2024
H11 1.8497 0.7188 4.8192  0.2289
H12 -2.6705 0.1597 2.0673  0.2217
H13 3.2000 -2.4741 2.6540  0.2170
H14 2.9927 -0.9756 3.7560  0.2237
H15 1.2137 -2.4718 0.7321  0.2247
H16 -1.2501 -1.3483 0.8765  0.3947
H17 3.4975 -0.9965 1.9570  0.2240

Atoms 1-2, force components in eV/Å:
C 1.93 -3.42 -1.70
C 0.90 0.04 -2.06


# 5
This record from OMol25 describes one molecule with the formula C4H10N2O. The level of theory is wB97M-V/def2-TZVPD.

As for the frontier orbital gap: 9.918 eV. Its strongest force on any atom is 0.018 hartree/bohr. For the HOMO energy, the calculation gives -8.9 eV. For the energy relative to the best compared isomer or geometry (same formula, charge and spin), the calculation gives 1.326 eV. The LUMO energy is 0.99 eV. The structure (SMILES) is C[C@H](N)CC(N)=O.

Last column: natural (NBO) charge in e.
Cartesian coordinates (Å):
C1 0.8061 0.4699 1.6633  -0.6238
C2 0.8508 -0.5628 0.5361  -0.0199
C3 0.3907 0.1098 -0.7761  -0.5147
C4 -1.0738 0.4469 -0.7530  0.7110
N1 -1.9248 -0.7280 -0.8028  -0.9125
O1 -1.5086 1.5665 -0.7151  -0.5366
N2 2.1829 -1.0801 0.3643  -0.8821
H1 0.9197 0.0310 2.6543  0.2076
H2 -0.1421 0.9910 1.6160  0.2165
H3 1.6838 1.1146 1.5848  0.2120
H4 0.0980 -1.3402 0.7352  0.1653
H5 1.0020 0.9600 -0.9900  0.2240
H6 0.6024 -0.5840 -1.5801  0.2250
H7 -2.7286 -0.4883 -1.3813  0.3794
H8 -2.3511 -0.8630 0.1112  0.3810
H9 2.7677 -1.0790 1.1742  0.3838
H10 2.4988 -1.2720 -0.5631  0.3842

Atoms 1-2, force components in eV/Å:
C 0.50 -0.56 0.11
C -0.29 0.49 -0.16


# 6
This record from OMol25 describes a 3-piece molecular cluster, C4H7P overall at a distorted geometry. The level of theory is wB97M-V/def2-TZVPD.

As for the frontier orbital gap: 9.784 eV. Its strongest force on any atom is 0.083 hartree/bohr. For the HOMO energy, the calculation gives -9.0 eV. For the energy relative to the best compared isomer or geometry (same formula, charge and spin), the calculation gives 3.156 eV. The LUMO energy is 0.83 eV.

Last column: natural (NBO) charge in e.
Cartesian coordinates (Å):
C1 1.2656 0.4343 0.4400  -0.5053
C2 -0.9002 -1.0405 -0.0779  -0.3945
C3 -0.8000 -0.5266 1.3349  -0.3717
C4 -0.1600 0.2880 0.2380  -0.3543
P1 2.7814 0.6985 0.5693  0.5037
H1 1.1012 1.8021 -2.2839  -0.0039
H2 -0.3838 -1.7852 -0.6197  0.2296
H3 -1.8848 -0.9458 -0.5577  0.2149
H4 -1.6549 -0.0808 1.6752  0.2176
H5 -0.0646 -1.0887 1.9900  0.2340
H6 -0.6265 1.1379 0.0263  0.2260
H7 1.3266 1.1069 -2.7345  0.0039

Atoms 1-2, force components in eV/Å:
C 0.41 -0.05 -1.00
C -0.75 1.88 -0.33


# 7
This record from OMol25 describes C39H44GeI2IrNO3Sb as an isolated structure at a distorted geometry. The level of theory is wB97M-V/def2-TZVPD.

As for the frontier orbital gap: 6.731 eV. As for the charge: +1. Its strongest force on any atom is 0.026 hartree/bohr. For the HOMO energy, the calculation gives -10.5 eV. For the energy relative to the best compared isomer or geometry (same formula, charge and spin), the calculation gives 0.436 eV. The LUMO energy is -3.79 eV.

Last column: Löwdin charge in e.
Cartesian coordinates (Å):
Ir1 0.3502 -0.0589 -0.5149  1.2078
I1 -4.6742 -1.3699 0.0295  0.9796
C1 -3.1561 -1.1748 1.4227  -0.6586
C2 -3.3947 -1.4107 2.7898  -0.2018
C3 -2.4269 -1.2586 3.7468  -0.6647
I2 -2.8971 -1.6378 5.7413  0.9679
C4 -1.1196 -0.8452 3.3793  -0.2025
C5 -0.0194 -0.6386 4.2393  -0.0095
C6 1.1769 -0.2288 3.7205  -0.0178
C7 1.3167 -0.0118 2.3427  -0.0942
N1 0.3146 -0.2005 1.5076  -0.0931
C8 -0.8947 -0.6158 2.0107  -0.1653
C9 -1.9002 -0.7822 1.0198  -0.4350
O1 -1.5711 -0.4908 -0.2312  -0.2599
H1 -4.3886 -1.7205 3.0843  0.0863
H2 -0.1323 -0.8056 5.3019  0.0768
H3 2.0318 -0.0625 4.3598  0.1187
H4 2.2493 0.3170 1.9077  0.0992
C10 -1.6159 2.0094 -3.2658  -0.1304
C11 -1.4150 3.0415 -2.1667  -0.5140
C12 -1.0047 4.4057 -2.7173  -0.1274
Sb1 -0.0148 2.4585 -0.6423  1.5956
C13 -0.7758 3.3795 1.1508  -0.5377
C14 -2.0951 2.7469 1.5790  -0.1172
C15 -0.9171 4.8904 1.0028  -0.1301
C16 1.8642 3.4444 -0.9822  -0.5358
C17 2.5443 3.0155 -2.2760  -0.1254
C18 2.7639 3.2305 0.2298  -0.1360
H5 -2.3849 2.3705 -3.9514  0.0899
H6 -1.9446 1.0476 -2.8693  0.0734
H7 -0.7007 1.8485 -3.8361  0.0693
H8 -2.3411 3.1386 -1.5927  0.0880
H9 -0.0764 4.3395 -3.2862  0.0712
H10 -0.8791 5.1631 -1.9427  0.0627
H11 -1.7776 4.7623 -3.4014  0.0912
H12 -0.0098 3.1631 1.9017  0.0810
H13 -2.8852 2.9420 0.8505  0.0833
H14 -2.4211 3.1771 2.5281  0.0932
H15 -2.0265 1.6686 1.7109  0.0491
H16 -1.7057 5.1433 0.2914  0.0757
H17 0.0052 5.3765 0.6791  0.0700
H18 -1.1986 5.3319 1.9608  0.0888
H19 1.5846 4.5002 -1.0449  0.0861
H20 2.8282 1.9643 -2.2428  0.0506
H21 3.4522 3.6066 -2.4175  0.0914
H22 1.9124 3.1581 -3.1531  0.0676
H23 3.0155 2.1737 0.3418  0.0475
H24 2.3167 3.5845 1.1607  0.0691
H25 3.7037 3.7693 0.0909  0.0912
O2 0.8961 0.2102 -2.4685  -0.2284
C19 0.7741 -1.0328 -2.8434  -0.6206
O3 0.6117 -1.9022 -1.9598  -0.0218
C20 0.8573 -1.3104 -4.3138  -0.1492
C21 2.2993 -1.3688 -4.8251  -0.2435
Ge1 3.6070 -2.5322 -3.9121  1.0265
C22 3.9659 -1.7485 -2.1486  -0.2648
C23 4.5950 -0.5059 -2.0985  -0.1086
C24 4.8914 0.1010 -0.8872  -0.0977
C25 4.5541 -0.5330 0.2992  -0.1126
C26 3.9117 -1.7654 0.2678  -0.0947
C27 3.6180 -2.3641 -0.9490  -0.1071
C28 5.2866 -2.4128 -4.9128  -0.2711
C29 6.4463 -2.9659 -4.3721  -0.1079
C30 7.6513 -2.9120 -5.0543  -0.0802
C31 7.7166 -2.2968 -6.2969  -0.0829
C32 6.5748 -1.7365 -6.8470  -0.0837
C33 5.3706 -1.7979 -6.1582  -0.1091
C34 2.9815 -4.3672 -3.7387  -0.2655
C35 1.8566 -4.8167 -4.4250  -0.1045
C36 1.4425 -6.1370 -4.3309  -0.0784
C37 2.1487 -7.0298 -3.5390  -0.0802
C38 3.2733 -6.5995 -2.8490  -0.0787
C39 3.6844 -5.2791 -2.9507  -0.1166
H26 0.3239 -0.5305 -4.8591  0.1219
H27 0.3492 -2.2627 -4.4612  0.1106
H28 2.7368 -0.3666 -4.7756  0.0778
H29 2.2693 -1.6350 -5.8832  0.0756
H30 4.9013 -0.0169 -3.0186  0.1089
H31 5.4117 1.0504 -0.8686  0.1070
H32 4.8294 -0.0839 1.2466  0.1036
H33 3.6664 -2.2749 1.1915  0.1051
H34 3.1124 -3.3227 -0.9626  0.1022
H35 6.4194 -3.4402 -3.3963  0.0973
H36 8.5398 -3.3492 -4.6180  0.1054
H37 8.6551 -2.2558 -6.8334  0.1052
H38 6.6196 -1.2540 -7.8146  0.1044
H39 4.4911 -1.3560 -6.6126  0.0887
H40 1.2998 -4.1410 -5.0636  0.0887
H41 0.5708 -6.4699 -4.8787  0.1056
H42 1.8274 -8.0601 -3.4636  0.1056
H43 3.8332 -7.2937 -2.2361  0.1056
H44 4.5697 -4.9645 -2.4081  0.0963

Atoms 1-2, force components in eV/Å:
Ir -0.01 1.11 -0.70
I 0.02 0.00 -0.01


# 8
This record from OMol25 describes C6H18InO6 as an isolated structure at a distorted geometry. The level of theory is wB97M-V/def2-TZVPD.

As for the frontier orbital gap: 1.726 eV. As for the charge: +3. Its strongest force on any atom is 0.075 hartree/bohr. For the HOMO energy, the calculation gives -18.6 eV. For the energy relative to the best compared isomer or geometry (same formula, charge and spin), the calculation gives 4.886 eV. The LUMO energy is -16.84 eV.

Last column: natural (NBO) charge in e.
Cartesian coordinates (Å):
In1 -0.7232 -0.6375 0.1740  0.9882
C1 1.6061 1.7681 -3.5748  -0.1171
C2 1.9850 2.6471 -2.3127  -0.1074
O1 0.8969 2.7019 -1.4326  -0.5669
O2 1.7169 0.3523 -3.1996  -0.5881
H1 2.4827 1.7940 -4.2222  0.2429
H2 0.6592 2.0136 -4.0555  0.2523
H3 2.1123 3.7076 -2.5298  0.2368
H4 2.8220 2.2971 -1.7084  0.2472
H5 1.0546 3.4948 -0.9148  0.4967
H6 1.5174 -0.0852 -4.0305  0.4975
C3 3.8312 0.4010 2.1097  -0.1095
C4 3.0943 1.6467 2.6695  -0.1073
O3 1.6446 1.4680 2.6894  -0.5997
O4 3.3146 0.0269 0.8097  -0.5819
H7 3.7963 -0.4231 2.8222  0.2692
H8 4.8862 0.6353 1.9680  0.2434
H9 3.3560 2.5477 2.1146  0.2568
H10 3.4318 1.8074 3.6934  0.2422
H11 1.2709 2.0489 3.3561  0.5085
H12 3.9420 -0.5827 0.4143  0.5067
C5 -4.7356 -3.5653 0.9517  -0.0693
C6 -5.3071 -2.5545 -0.1075  -0.0902
O5 -4.9526 -1.2439 0.2859  -0.5201
O6 -3.2980 -3.6568 0.8822  -0.5640
H13 -5.2309 -4.5228 0.7910  0.2439
H14 -5.0591 -3.1755 1.9168  0.2517
H15 -6.3858 -2.7111 -0.1116  0.2518
H16 -5.0074 -2.7105 -1.1438  0.2537
H17 -5.6942 -0.9118 0.7971  0.5116
H18 -3.0271 -4.5777 0.8980  0.5204

Atoms 1-2, force components in eV/Å:
In 0.11 0.09 -0.01
C 2.98 -0.75 2.32